No. 1
49
Properties=species:S:1:pos:R:3:mulliken_charge:R:1 method="wB97M-V/def2-TZVPD" total_charge=+1 orbital_gap_ev="7.96 / 7.96" spin_multiplicity=1 e_above_lowest_kcal_mol=4.9 mol_weight_g_mol=411.84
Pd 1.281 0.394 -0.859 0.67
N 2.846 -1.367 -0.767 -0.46
C 3.788 -1.045 0.315 -0.50
C 3.018 -0.700 1.581 -0.88
N 2.046 0.380 1.393 0.23
C 2.499 1.738 1.697 -0.85
C 3.108 2.446 0.497 -0.52
N 2.145 2.453 -0.619 -0.51
H 2.384 -2.251 -0.580 0.21
H 3.332 -1.478 -1.649 0.23
H 4.395 -0.202 -0.012 0.25
H 4.471 -1.872 0.533 0.42
H 3.729 -0.466 2.380 0.30
H 2.466 -1.588 1.899 0.42
H 1.189 0.180 1.891 0.22
H 3.220 1.751 2.522 0.33
H 1.628 2.309 2.028 0.41
H 4.007 1.931 0.157 0.27
H 3.402 3.458 0.788 0.42
H 2.589 2.758 -1.477 0.25
H 1.398 3.114 -0.433 0.22
F -4.049 -1.257 -1.509 -0.41
C -2.828 -0.844 -1.881 0.49
C -1.845 -1.789 -2.100 -0.67
C -0.585 -1.353 -2.471 -0.25
C -0.308 0.017 -2.628 0.32
C 1.061 0.473 -2.824 -1.18
C -1.348 0.938 -2.408 -0.45
C -2.609 0.513 -2.040 -0.56
H -2.077 -2.839 -1.984 0.50
H 0.195 -2.076 -2.680 0.42
H 1.171 1.482 -3.218 0.42
H 1.730 -0.231 -3.315 0.40
H -1.157 1.994 -2.556 0.41
H -3.422 1.208 -1.876 0.49
C -4.948 -1.018 2.128 -1.54
C -3.536 -0.701 1.738 1.09
C -2.590 -1.696 1.529 -0.76
C -1.308 -1.347 1.141 -0.40
N -0.905 -0.091 0.953 0.06
C -1.814 0.865 1.165 -0.49
C -3.116 0.614 1.553 -0.61
H -5.092 -2.086 2.271 0.37
H -5.638 -0.682 1.352 0.33
H -5.218 -0.505 3.051 0.38
H -2.850 -2.739 1.657 0.35
H -0.566 -2.119 0.962 0.36
H -1.482 1.886 1.003 0.38
H -3.802 1.439 1.704 0.44

---

No. 2
14
Properties=species:S:1:pos:R:3:mulliken_charge:R:1 method="wB97M-V/def2-TZVPD" smiles=C[C@]12CC[C@H]1O2 total_charge=0 orbital_gap_ev=10.77 spin_multiplicity=1 e_above_lowest_kcal_mol=46.4 mol_weight_g_mol=84.12
C -1.822 0.516 0.303 -1.17
C -0.484 -0.085 -0.015 0.74
C 0.652 -0.753 0.799 -0.60
C 1.666 -0.149 -0.221 -0.50
C 0.480 0.378 -1.015 -0.32
O -0.381 -0.723 -1.290 -0.48
H -1.752 1.337 1.024 0.27
H -2.548 -0.213 0.678 0.28
H -2.213 0.921 -0.636 0.33
H 0.808 -0.419 1.827 0.29
H 0.589 -1.844 0.780 0.24
H 2.261 0.656 0.221 0.26
H 2.321 -0.842 -0.755 0.26
H 0.422 1.220 -1.699 0.43

---

No. 3
11
Properties=species:S:1:pos:R:3:lowdin_spin:R:1 method="wB97M-V/def2-TZVPD" s2=2.009 total_charge=0 orbital_gap_ev="6.21 / 7.35" spin_multiplicity=3 e_above_lowest_kcal_mol=41.1 mol_weight_g_mol=248.89
C 0.102 0.990 -0.414 0.08
C -0.339 -1.641 0.790 0.70
C 0.765 -0.377 -0.488 0.70
Br -0.898 -3.187 -0.058 0.20
I 2.805 -0.679 -0.048 0.20
H -0.139 1.242 0.534 0.01
H 0.716 1.677 -0.792 0.02
H -0.716 0.828 -1.000 0.00
H 0.221 -1.681 1.691 0.03
H -1.115 -1.000 0.889 0.04
H 0.499 -0.953 -1.337 0.03

---

No. 4
90
Properties=species:S:1:pos:R:3:mulliken_charge:R:1 method="wB97M-V/def2-TZVPD" smiles="NCCCc1cccc2c1C(=O)c1c(ccc(CCCSC(=S)n3ccnc3)c1F)C2=O.FC(F)C(F)(F)COC(F)(F)C(F)F.FC(F)C(F)(F)COC(F)(F)C(F)F" total_charge=0 orbital_gap_ev=8.13 spin_multiplicity=1 mol_weight_g_mol=931.73
N 5.920 -2.631 5.554 -0.68
C 5.839 -1.794 4.337 -0.37
C 4.372 -1.404 3.982 -0.70
C 4.110 -1.188 2.455 -1.22
C 3.251 -2.260 1.793 0.68
C 3.883 -3.158 0.897 -0.69
C 3.185 -4.163 0.224 -0.95
C 1.797 -4.311 0.421 -0.87
C 1.139 -3.446 1.295 0.68
C 1.874 -2.448 1.983 1.19
C 1.089 -1.580 2.941 0.03
O 1.529 -1.092 3.962 -0.59
C -0.396 -1.332 2.627 0.57
C -1.095 -2.336 1.912 0.44
C -2.451 -2.101 1.663 -1.27
C -3.067 -0.925 2.119 -0.16
C -2.391 0.071 2.827 0.06
C -3.051 1.341 3.356 -1.21
C -2.917 2.567 2.404 -0.67
C -1.464 2.903 1.989 -0.72
S -0.925 1.887 0.557 -0.12
C 0.842 1.882 0.613 0.28
S 1.627 3.011 1.525 -0.24
N 1.591 0.941 -0.107 0.56
C 1.207 -0.263 -0.687 0.19
C 2.319 -0.812 -1.269 -1.26
N 3.417 0.041 -1.042 -0.49
C 2.944 1.039 -0.361 -0.62
C -1.018 -0.177 3.065 0.84
F -0.354 0.784 3.741 -0.45
C -0.374 -3.605 1.475 -0.20
O -0.952 -4.647 1.253 -0.59
H 4.983 -2.794 5.916 0.28
H 6.381 -2.099 6.286 0.27
H 6.374 -0.852 4.572 0.26
H 6.331 -2.250 3.459 0.26
H 4.176 -0.431 4.474 0.35
H 3.657 -2.115 4.429 0.34
H 3.658 -0.193 2.305 0.01
H 5.096 -1.190 1.955 0.78
H 4.957 -3.015 0.729 0.37
H 3.729 -4.822 -0.462 0.38
H 1.277 -5.113 -0.108 0.46
H -3.018 -2.871 1.128 0.53
H -4.145 -0.821 1.879 0.47
H -4.133 1.127 3.455 0.43
H -2.652 1.562 4.358 0.33
H -3.589 2.504 1.526 0.25
H -3.283 3.448 2.971 0.39
H -1.439 3.947 1.623 0.54
H -0.761 2.867 2.832 0.40
H 0.205 -0.690 -0.674 0.41
H 2.399 -1.748 -1.819 0.47
H 3.606 1.850 -0.056 0.66
C 2.508 3.512 -4.638 -0.80
C 3.579 2.460 -4.996 0.85
C 4.599 2.105 -3.911 0.54
F 5.334 3.162 -3.514 -0.23
F 5.477 1.188 -4.385 -0.29
F 4.199 2.839 -6.136 -0.28
F 2.907 1.311 -5.294 -0.32
O 2.727 4.866 -5.039 -0.41
C 3.508 5.702 -4.251 0.82
C 4.806 6.123 -4.949 0.18
F 5.536 5.063 -5.337 -0.21
F 5.572 6.853 -4.103 -0.26
F 3.724 5.137 -3.049 -0.28
F 2.771 6.810 -4.022 -0.30
H 1.620 3.220 -5.200 0.43
H 2.211 3.449 -3.590 0.41
H 4.103 1.673 -3.036 -0.13
H 4.586 6.726 -5.833 0.24
C -8.918 -1.706 -1.137 -0.81
C -7.962 -2.004 0.037 0.92
C -6.965 -0.909 0.424 0.19
F -6.123 -0.585 -0.571 -0.26
F -6.190 -1.339 1.456 -0.29
F -7.323 -3.169 -0.204 -0.26
F -8.748 -2.222 1.130 -0.32
O -8.570 -2.195 -2.433 -0.40
C -7.696 -1.468 -3.232 0.78
C -6.372 -2.202 -3.474 0.19
F -5.760 -2.526 -2.320 -0.18
F -5.525 -1.411 -4.172 -0.25
F -7.521 -0.233 -2.725 -0.27
F -8.313 -1.305 -4.421 -0.29
H -9.838 -2.241 -0.900 0.42
H -9.205 -0.654 -1.171 0.35
H -7.483 -0.002 0.750 0.27
H -6.542 -3.121 -4.039 0.22

---

No. 5
9
Properties=species:S:1:pos:R:3:mulliken_charge:R:1 method="wB97M-V/def2-TZVPD" total_charge=0 orbital_gap_ev="7.55 / 7.55" spin_multiplicity=1 e_above_lowest_kcal_mol=83.3 mol_weight_g_mol=132.56
C -0.070 0.748 0.431 -0.60
C -0.815 -0.331 -0.265 0.69
F 1.102 -1.458 -1.266 -0.65
F -1.453 -1.164 0.466 -0.10
S 1.249 0.057 1.450 -0.22
Cl -1.617 -0.001 -1.720 -0.02
H 0.326 1.413 -0.503 0.30
H -0.701 1.321 1.058 0.35
H 1.978 -0.586 0.350 0.26

---

No. 6
84
Properties=species:S:1:pos:R:3:lowdin_spin:R:1 method="wB97M-V/def2-TZVPD" s2=0.756 total_charge=+2 orbital_gap_ev="6.15 / 6.24" spin_multiplicity=2 e_above_lowest_kcal_mol=39.5 mol_weight_g_mol=830.92
Ir 0.182 -0.727 -1.015 0.74
O 2.241 -1.959 -2.115 0.03
C 2.955 -1.879 -1.265 0.04
C 3.603 -1.649 -0.061 0.00
C 4.989 -1.482 0.045 0.00
C 5.529 -1.201 1.277 0.00
C 4.697 -1.098 2.386 0.00
C 3.316 -1.285 2.277 0.00
C 2.732 -1.582 1.066 0.00
P 0.916 -1.853 0.878 0.02
C 0.774 -3.642 0.664 0.01
C -0.483 -4.142 0.328 0.01
C -0.650 -5.501 0.124 0.00
C 0.434 -6.363 0.244 0.01
C 1.684 -5.871 0.584 0.00
C 1.859 -4.510 0.797 0.01
C 0.206 -1.417 2.459 0.00
C -0.011 -2.389 3.434 0.00
C -0.488 -2.005 4.679 0.00
C -0.749 -0.666 4.941 0.00
C -0.531 0.300 3.965 0.00
C -0.058 -0.070 2.717 0.00
H 5.609 -1.566 -0.839 0.00
H 6.596 -1.059 1.379 0.00
H 5.127 -0.877 3.355 0.00
H 2.692 -1.209 3.159 0.00
H -1.325 -3.471 0.215 0.00
H -1.626 -5.886 -0.144 0.00
H 0.302 -7.424 0.070 0.00
H 2.525 -6.545 0.682 0.00
H 2.836 -4.135 1.079 0.00
H 0.201 -3.431 3.227 0.00
H -0.650 -2.751 5.447 0.00
H -1.133 -0.375 5.910 0.00
H -0.732 1.341 4.183 0.00
H 0.111 0.676 1.946 0.00
C -5.131 1.159 -1.798 0.00
C -4.647 -0.220 -1.504 0.00
C -5.393 -1.209 -0.922 0.00
C -4.781 -2.431 -0.633 0.00
N -3.513 -2.682 -0.996 0.00
C -2.834 -1.749 -1.628 0.00
S -1.256 -2.044 -2.312 0.04
N -3.373 -0.521 -1.825 0.00
C -5.497 -3.518 0.093 0.00
H -6.179 1.265 -1.533 0.00
H -5.012 1.391 -2.857 0.00
H -4.551 1.890 -1.230 0.00
H -6.429 -1.034 -0.670 0.00
H -2.767 0.195 -2.220 0.00
H -6.536 -3.268 0.289 0.00
H -4.989 -3.714 1.039 0.00
H -5.443 -4.438 -0.490 0.00
C -0.853 4.548 0.410 0.00
C 0.389 3.886 0.985 0.00
C 0.245 3.692 2.483 0.00
C 1.653 4.664 0.662 0.00
O 0.515 2.508 0.461 0.00
P 0.534 1.933 -0.992 0.00
O 1.625 0.849 -1.041 0.00
O -0.788 1.188 -1.268 0.08
O 0.739 3.139 -1.936 0.00
C 1.201 3.214 -3.347 0.00
C 2.525 3.949 -3.309 0.00
C 0.134 4.018 -4.064 0.00
C 1.351 1.839 -3.978 0.00
H -0.957 5.551 0.821 0.00
H -1.741 3.967 0.667 0.00
H -0.787 4.622 -0.676 0.00
H 0.188 4.661 2.978 0.00
H 1.104 3.147 2.880 0.00
H -0.666 3.132 2.705 0.00
H 1.647 5.610 1.202 0.00
H 1.724 4.871 -0.405 0.00
H 2.532 4.094 0.969 0.00
H 2.398 4.951 -2.898 0.00
H 2.929 4.038 -4.318 0.00
H 3.242 3.403 -2.693 0.00
H -0.003 4.987 -3.584 0.00
H -0.817 3.482 -4.053 0.00
H 0.432 4.182 -5.100 0.00
H 2.166 1.279 -3.519 0.00
H 1.568 1.966 -5.037 0.00
H 0.427 1.262 -3.884 0.00